[1]
89
Properties=species:S:1:pos:R:3:forces:R:3 method="wB97M-V/def2-TZVPD" e_above_lowest_kcal_mol=60.2 e_homo_ev=-7.807 spin_multiplicity=1 orbital_gap_ha=0.2820 total_charge=0
Au 0.085 0.823 1.368 -0.6 -0.1 -0.1
N 0.580 5.403 2.040 0.0 0.1 0.0
C 0.248 4.187 1.541 0.0 -0.1 0.0
O -0.818 3.661 1.793 -0.2 -0.1 -0.1
C 1.276 3.544 0.629 0.0 0.0 0.1
C 1.632 2.114 0.990 0.0 0.2 0.1
H -0.054 5.830 2.695 0.0 0.0 0.0
H 1.499 5.786 1.930 0.0 0.0 0.0
H 2.205 4.123 0.670 0.0 -0.1 -0.1
H 0.913 3.616 -0.394 -0.1 0.0 -0.1
H 2.060 2.081 1.996 0.0 0.0 -0.1
H 2.323 1.699 0.275 0.0 0.1 0.0
C -2.936 1.433 0.289 0.1 0.0 -0.1
C -3.117 0.142 1.086 -0.1 -0.1 0.1
C -2.110 -0.177 2.183 0.1 0.0 -0.2
C -3.343 -1.038 0.169 0.0 -0.2 0.1
C -4.530 -1.730 0.386 0.0 0.1 0.0
C -4.989 -2.693 -0.488 0.0 0.0 0.0
C -4.316 -2.818 -1.684 0.0 -0.1 0.0
C -3.121 -2.151 -1.957 0.0 0.0 0.0
C -2.785 -2.179 -3.464 0.0 0.0 0.0
C -2.168 -0.890 -4.014 0.0 -0.1 0.0
C -2.168 -3.485 -4.012 0.0 -0.1 0.1
C -2.508 -1.407 -0.907 0.0 0.1 -0.1
N -1.091 -1.102 -0.980 0.0 -0.1 0.0
B -0.060 -0.154 -0.479 0.2 0.2 -0.1
N 1.120 -0.477 -1.238 -0.1 -0.2 0.0
C 0.883 -1.641 -1.963 0.0 0.2 -0.2
C -0.382 -2.012 -1.793 -0.1 -0.1 0.1
C 2.398 0.152 -1.322 0.0 0.1 -0.1
C 2.569 1.188 -2.266 0.0 -0.1 -0.1
C 3.762 1.901 -2.244 0.0 -0.1 0.0
C 4.790 1.557 -1.380 0.0 0.0 0.0
C 4.632 0.476 -0.539 0.0 0.0 0.1
C 3.436 -0.244 -0.473 0.1 0.1 0.1
C 3.395 -1.299 0.631 0.0 0.0 0.0
C 2.462 -2.496 0.476 0.0 0.0 0.1
C 3.173 -0.632 1.994 0.0 0.0 0.0
C 1.618 1.514 -3.420 0.0 0.1 0.1
C 1.715 0.448 -4.517 0.1 0.0 0.0
C 0.146 1.812 -3.119 0.1 -0.1 0.0
H -2.770 2.277 0.949 0.0 0.2 0.1
H -3.843 1.612 -0.293 0.0 0.0 0.0
H -2.104 1.406 -0.414 0.1 -0.1 0.0
H -4.070 0.285 1.601 0.0 -0.1 0.1
H -1.207 -0.703 1.766 0.0 0.1 0.1
H -2.492 -0.956 2.847 0.0 0.0 0.0
H -1.863 0.684 2.804 -0.1 0.1 0.1
H -5.119 -1.465 1.256 0.0 0.0 0.0
H -5.899 -3.243 -0.294 0.0 0.0 0.0
H -4.744 -3.423 -2.475 0.0 0.0 0.0
H -3.788 -2.172 -3.897 0.0 0.0 0.0
H -1.253 -0.591 -3.518 0.0 -0.2 0.0
H -2.883 -0.070 -3.922 0.0 0.0 0.1
H -1.940 -1.014 -5.075 0.0 0.0 0.0
H -1.508 -4.011 -3.322 0.0 0.0 -0.1
H -1.605 -3.290 -4.926 0.0 0.0 0.0
H -2.959 -4.194 -4.260 0.0 0.0 0.0
H 1.654 -2.116 -2.547 0.0 0.0 0.1
H -0.852 -2.905 -2.145 0.0 0.1 0.0
H 3.900 2.714 -2.948 0.0 0.0 0.0
H 5.718 2.114 -1.384 0.0 0.0 0.0
H 5.441 0.189 0.123 0.0 0.0 0.0
H 4.414 -1.698 0.645 0.0 -0.1 0.0
H 1.411 -2.219 0.568 0.0 0.0 0.0
H 2.683 -3.206 1.274 0.0 0.0 0.0
H 2.602 -3.012 -0.473 0.0 0.0 0.0
H 2.225 -0.090 2.025 0.3 -0.2 0.1
H 3.974 0.070 2.230 0.0 0.0 0.0
H 3.137 -1.389 2.780 0.1 0.0 0.0
H 2.036 2.428 -3.852 0.0 0.0 0.0
H 1.237 -0.481 -4.208 0.0 0.0 0.0
H 2.755 0.233 -4.770 0.0 0.0 0.0
H 1.210 0.795 -5.421 0.0 0.0 0.0
H -0.437 0.902 -3.009 0.1 0.1 0.1
H -0.285 2.368 -3.955 0.0 0.0 0.0
H 0.002 2.403 -2.219 0.1 0.2 0.2
F -0.564 -1.785 7.889 0.0 0.0 0.0
C -0.338 -1.041 6.799 0.0 0.0 0.0
C -0.492 0.334 6.838 0.0 0.0 0.0
F -0.873 0.921 7.978 0.0 0.0 0.0
C -0.261 1.100 5.713 0.0 0.0 0.1
F -0.430 2.427 5.798 0.0 0.0 0.0
C 0.144 0.545 4.485 0.0 0.0 0.0
O 0.366 1.315 3.455 0.1 0.2 -0.1
C 0.292 -0.849 4.494 0.0 -0.1 0.0
F 0.683 -1.478 3.361 -0.2 0.0 0.0
C 0.057 -1.628 5.613 0.0 0.0 0.0
F 0.218 -2.955 5.545 0.0 0.0 0.0

=====

[2]
11
Properties=species:S:1:pos:R:3:forces:R:3 method="wB97M-V/def2-TZVPD" e_above_lowest_kcal_mol=3.8 e_homo_ev="-6.225 / -6.196" spin_multiplicity=2 orbital_gap_ha="0.2137 / 0.1843" s2=0.76 total_charge=0
O 0.579 -0.258 2.004 -1.5 0.7 0.9
C -0.316 0.628 2.060 2.0 0.3 -1.8
C -1.152 0.908 0.915 -0.7 -1.2 1.6
H -0.283 1.392 2.858 -0.1 -0.4 0.1
H -1.662 1.873 0.867 0.2 -0.4 -0.3
H -1.543 -0.003 0.443 0.3 0.9 -0.4
Na 1.515 -1.329 0.279 -0.5 0.5 -0.4
O 0.338 0.314 -1.193 0.5 -1.8 0.0
C 0.618 -0.704 -1.934 0.0 2.1 0.1
O 0.663 -0.540 -3.206 0.2 -1.4 0.0
Li 1.245 -2.279 -3.093 -0.4 0.9 0.1

=====

[3]
64
Properties=species:S:1:pos:R:3:forces:R:3 method="wB97M-V/def2-TZVPD" e_homo_ev="-6.371 / -6.371" spin_multiplicity=1 orbital_gap_ha="0.2045 / 0.2084" total_charge=0
C -1.602 -0.964 2.302 -0.8 -0.9 2.5
C -0.308 -1.528 2.342 -0.2 -1.4 2.1
C 0.581 -0.553 2.849 -0.3 -0.8 2.6
H -0.030 -2.523 2.040 0.1 -0.1 -0.1
C -0.168 0.615 3.125 0.3 -1.4 3.1
C -1.517 0.365 2.788 -0.9 -1.4 2.7
H -2.335 1.059 2.884 0.1 -0.3 0.0
H -2.497 -1.455 1.958 -0.1 0.0 -0.1
H 1.643 -0.682 2.973 0.0 0.0 0.0
H 0.222 1.539 3.520 0.1 -0.3 0.0
Sr -0.267 0.222 0.884 -1.1 6.8 -8.1
C 4.187 -1.681 -3.904 0.0 0.0 0.0
H 4.395 -0.772 -3.347 0.0 0.0 0.1
H 4.651 -2.526 -3.405 0.0 0.0 0.0
H 3.113 -1.837 -3.955 0.0 0.0 0.0
Si 1.056 -1.181 -0.731 2.7 -2.6 -3.1
C 0.049 -2.485 -1.680 0.2 0.0 -0.1
C -0.784 -3.376 -0.998 -0.1 0.1 -0.1
H -0.840 -3.326 0.083 0.0 -0.1 0.1
C -1.560 -4.310 -1.671 0.0 0.0 0.0
H -2.193 -4.991 -1.115 0.0 0.0 0.0
C -1.532 -4.364 -3.058 0.0 0.0 0.0
H -2.142 -5.084 -3.588 0.0 0.0 0.0
C -0.713 -3.490 -3.759 0.0 0.0 0.0
H -0.681 -3.529 -4.841 0.0 0.0 0.0
C 0.071 -2.570 -3.075 -0.1 0.0 -0.1
H 0.712 -1.901 -3.636 0.0 0.0 0.0
C 2.410 -2.159 0.183 0.1 -0.2 -0.1
C 2.570 -3.538 0.024 0.1 0.0 0.1
H 1.970 -4.063 -0.709 0.0 0.0 0.0
C 3.491 -4.254 0.779 0.0 0.0 0.0
H 3.592 -5.322 0.632 0.0 0.0 0.0
C 4.287 -3.604 1.711 0.0 0.0 0.0
H 5.006 -4.159 2.299 0.0 0.0 0.0
C 4.148 -2.232 1.884 0.1 0.0 0.0
H 4.767 -1.713 2.606 0.0 0.0 0.0
C 3.219 -1.528 1.134 0.1 -0.2 -0.2
H 3.117 -0.462 1.297 0.1 0.1 0.0
H 1.811 -0.501 -1.857 0.1 -0.1 -0.1
H 4.587 -1.590 -4.910 0.0 0.0 -0.1
C -0.093 3.170 0.814 2.7 3.0 1.5
P -1.133 3.257 2.375 -3.1 -2.6 -2.0
C -1.619 3.943 4.024 1.2 2.3 0.0
C -2.790 2.923 1.541 0.0 -1.0 3.5
C -3.200 3.858 0.522 0.4 0.5 1.6
P -2.234 3.304 -0.936 -4.8 1.5 -3.6
C -3.180 4.759 -1.724 0.4 0.1 -1.7
C -1.165 2.751 -2.352 2.6 1.3 0.3
H 0.936 2.941 1.158 -0.1 0.2 -0.1
H -0.024 4.158 0.318 0.1 -0.8 -0.2
H -0.237 2.372 0.096 -1.0 0.4 0.0
H -1.945 4.995 3.883 0.0 -0.6 0.6
H -2.439 3.345 4.466 0.6 -0.1 -0.7
H -0.733 3.922 4.691 -0.6 0.0 -0.2
H -2.869 1.897 1.112 0.2 0.5 0.5
H -3.543 2.964 2.357 0.4 -0.2 0.0
H -4.283 3.668 0.333 0.9 0.3 -0.7
H -3.044 4.901 0.878 -0.1 -0.5 -0.6
H -2.842 5.729 -1.290 -0.2 -0.7 -0.2
H -2.982 4.818 -2.810 -0.1 0.1 0.3
H -4.286 4.693 -1.612 0.8 -0.1 0.1
H -1.720 2.803 -3.310 -0.2 -0.2 1.0
H -0.353 3.517 -2.415 -0.2 -0.8 -0.4
H -0.703 1.766 -2.177 -0.4 0.3 -0.2

=====

[4]
104
Properties=species:S:1:pos:R:3:forces:R:3 method="wB97M-V/def2-TZVPD" e_above_lowest_kcal_mol=24.5 e_homo_ev=-6.810 spin_multiplicity=1 orbital_gap_ha=0.2674 total_charge=0
Zr -0.383 0.194 -0.230 0.2 -0.3 0.0
C 3.603 1.096 -1.842 0.0 -0.1 0.0
C 3.472 0.163 -0.631 0.1 -0.2 -0.1
C 4.854 -0.454 -0.375 -0.1 0.0 0.0
C 3.095 0.991 0.604 -0.1 0.1 0.0
P 2.068 -1.098 -0.887 0.2 0.2 -0.1
C 2.458 -2.443 0.327 -0.2 -0.1 0.0
N 1.572 -2.284 1.458 0.2 0.1 -0.2
B 0.490 -1.334 1.570 0.0 0.2 0.1
N -0.166 -1.747 2.797 0.0 -0.1 0.1
C -1.329 -1.176 3.426 0.0 0.1 0.0
P -1.575 0.541 2.789 -0.1 0.0 0.0
C -3.423 0.763 3.105 0.0 0.0 0.1
C -3.804 2.230 2.894 0.0 0.0 0.0
C -3.930 0.294 4.474 0.0 0.0 0.0
C -4.132 -0.087 2.042 0.0 0.0 0.0
C -0.569 1.528 4.057 0.1 0.0 0.0
C -1.165 1.550 5.466 0.0 0.0 0.0
C -0.369 2.975 3.590 0.0 0.0 0.0
C 0.823 0.881 4.130 0.0 0.0 0.0
C 0.484 -2.840 3.355 0.1 -0.1 -0.1
C 0.225 -3.574 4.501 0.0 0.0 0.0
C 1.070 -4.640 4.803 0.0 0.0 0.0
C 2.137 -4.969 3.976 0.0 0.0 0.0
C 2.398 -4.240 2.818 0.0 0.0 0.0
C 1.569 -3.173 2.520 -0.1 0.0 0.1
C 2.258 -1.980 -2.532 -0.1 -0.2 0.1
C 1.796 -1.067 -3.668 0.0 0.0 0.0
C 1.279 -3.171 -2.484 0.1 0.0 0.0
C 3.669 -2.498 -2.809 0.0 0.0 0.0
H 4.226 1.948 -1.553 0.0 0.0 0.0
H 2.632 1.460 -2.172 0.0 0.0 0.0
H 4.105 0.596 -2.673 0.0 0.0 0.0
H 5.577 0.358 -0.257 0.0 0.0 0.0
H 5.190 -1.073 -1.205 0.0 0.0 0.0
H 4.891 -1.043 0.538 0.0 0.0 0.1
H 3.891 1.717 0.794 0.0 0.0 0.0
H 2.976 0.370 1.494 0.0 0.0 0.0
H 2.173 1.558 0.436 0.0 0.0 0.0
H 3.502 -2.443 0.628 0.1 0.1 0.1
H 2.274 -3.409 -0.151 0.0 0.0 0.0
H -1.197 -1.151 4.512 0.0 0.0 0.0
H -2.228 -1.768 3.232 0.0 0.0 0.0
H -3.373 2.877 3.659 0.0 0.0 0.0
H -4.891 2.329 2.955 0.0 0.0 0.0
H -3.489 2.589 1.912 0.0 0.0 0.0
H -3.690 0.990 5.272 0.0 0.0 0.0
H -3.543 -0.690 4.744 0.0 0.0 0.0
H -5.020 0.211 4.430 0.0 0.0 0.0
H -3.755 0.106 1.044 0.0 0.0 -0.1
H -5.197 0.162 2.050 0.0 0.0 0.0
H -4.049 -1.156 2.248 0.0 0.0 0.0
H -2.025 2.217 5.527 0.0 0.0 0.0
H -0.408 1.929 6.158 0.0 0.0 0.0
H -1.466 0.561 5.817 0.0 0.0 0.0
H -1.298 3.469 3.308 0.0 0.0 0.0
H 0.314 3.023 2.742 0.0 0.0 0.0
H 0.081 3.550 4.405 0.0 0.0 0.0
H 0.801 -0.109 4.587 0.0 0.0 0.0
H 1.468 1.520 4.741 0.0 0.0 0.0
H 1.272 0.788 3.140 0.0 0.0 0.0
H -0.616 -3.340 5.142 0.0 0.0 0.0
H 0.886 -5.227 5.694 0.0 0.0 0.0
H 2.773 -5.806 4.233 0.0 0.0 0.0
H 3.228 -4.502 2.172 0.0 0.0 0.0
H 0.781 -0.708 -3.490 0.0 0.0 0.0
H 1.812 -1.635 -4.603 0.0 0.0 0.0
H 2.432 -0.194 -3.795 0.0 0.0 0.0
H 0.314 -2.884 -2.068 0.0 0.0 0.0
H 1.668 -4.014 -1.911 0.0 0.0 0.0
H 1.118 -3.526 -3.506 0.0 0.0 0.0
H 4.351 -1.683 -3.055 0.0 0.0 0.0
H 3.640 -3.172 -3.671 0.0 0.0 0.0
H 4.083 -3.056 -1.966 0.0 0.0 0.0
Cl -0.908 2.831 0.409 -0.1 0.1 0.1
C -0.661 3.450 -1.207 0.1 -0.1 -0.2
C -1.131 4.694 -1.563 0.0 0.0 0.1
C -0.965 5.104 -2.876 -0.1 0.1 0.0
C -0.335 4.254 -3.774 0.1 -0.1 -0.1
C 0.132 3.014 -3.382 0.0 0.2 0.2
Cl 0.935 2.033 -4.560 0.0 -0.1 -0.1
C -0.001 2.520 -2.052 -0.1 0.4 -0.2
N 0.426 1.337 -1.599 -0.3 -0.3 0.3
H -1.625 5.322 -0.833 0.0 0.0 0.0
H -1.316 6.075 -3.197 0.0 0.0 0.0
H -0.190 4.558 -4.803 0.0 0.0 0.0
C -1.732 1.066 -7.302 0.0 0.0 0.0
C -1.987 0.592 -5.899 0.0 0.0 0.0
C -2.514 1.452 -4.941 0.0 0.0 0.0
C -2.724 1.029 -3.639 0.0 0.0 0.1
C -2.409 -0.277 -3.297 -0.1 -0.1 0.1
C -1.895 -1.159 -4.236 0.0 -0.1 0.0
C -1.685 -0.718 -5.530 0.0 0.0 0.0
S -2.640 -0.826 -1.635 0.3 0.3 -0.2
O -3.818 -1.608 -1.492 -0.1 0.0 0.0
O -1.360 -1.517 -1.269 0.1 -0.2 0.0
O -2.564 0.413 -0.801 -0.1 0.1 0.0
H -1.608 2.148 -7.333 0.0 0.0 0.0
H -2.569 0.805 -7.955 0.0 0.0 0.0
H -0.834 0.606 -7.715 0.0 0.0 0.0
H -2.724 2.482 -5.203 0.0 0.0 0.0
H -3.093 1.714 -2.887 0.0 0.0 0.0
H -1.634 -2.171 -3.949 0.0 0.0 0.0
H -1.257 -1.394 -6.261 0.0 0.0 0.0